The molecule C14H28N2O4S at a distorted geometry, computed with ωB97M-V/def2-TZVPD.

## Properties
HOMO energy: -9.20 eV
calculated total energy: -1358.9150 Eh
structure (SMILES): CCCS(=O)(=O)N1CCC[C@@H](C(=O)NCCCOCC)C1
energy above the lowest of the compared OMol25 structures with the same formula, charge and spin: 78.8 kJ/mol
gap between HOMO and LUMO: 9.85 eV

Positions of all 49 atoms, in Å:
H -5.5009 -1.7909 -0.6343
H -5.0042 2.6480 -0.8546
C -4.5134 1.8968 1.1103
H 4.3771 1.1633 -3.3752
H 3.3959 -1.6638 -1.1705
C -4.7151 0.0687 -1.3520
C 0.4965 1.7707 1.3247
H -3.3386 -2.2949 -1.7621
H 1.1819 -1.4951 -0.5823
N 1.7784 0.4571 -0.3129
H 0.1308 -0.2650 -1.3162
H -1.3494 1.2003 0.3917
H 1.1468 1.4309 2.1330
H -4.6765 2.8400 1.6248
C 3.8475 0.4753 -2.7209
H -5.7127 0.5170 -1.2794
C -0.1844 -0.5824 0.8160
H -3.3010 2.8644 -0.3898
H 2.1912 2.4128 0.1357
O -3.7251 1.0474 -1.0793
H -1.2528 0.7733 2.1085
H 4.7910 -1.5618 -0.0792
H -3.7067 1.3628 1.6060
H 0.6973 2.1505 -0.8023
H -5.4240 1.3065 1.1797
S 3.1266 -0.0588 0.5610
C -3.3630 -1.9859 -0.7105
C 1.3070 1.7843 0.0314
H -4.5560 -0.2418 -2.3920
O -1.4313 -2.6051 1.2185
H 3.4639 -0.3448 -3.3247
C -4.6273 -1.1654 -0.4456
C -1.3231 -1.5745 0.5872
H -4.6393 -0.8626 0.6012
C -0.6883 0.8194 1.1748
C -4.1504 2.1767 -0.3455
O 3.8700 1.1088 0.9374
C 4.0864 -0.9877 -0.6762
C 0.7177 -0.5205 -0.4264
O 2.7585 -0.9787 1.6009
H -2.1390 -0.3080 -0.8108
C 4.7849 -0.0498 -1.6406
N -2.1690 -1.2332 -0.4089
H 5.1823 0.7845 -1.0603
H 0.4189 -0.9675 1.6435
H 5.6243 -0.5702 -2.1085
H 0.1502 2.7795 1.5555
H -3.3461 -2.8766 -0.0779
H 3.0090 0.9954 -2.2684

***

The molecule C14H28N2OS, computed with ωB97M-V/def2-TZVPD.

## Properties
HOMO energy: -8.17 eV
calculated total energy: -1133.2168 Eh
structure (SMILES): CCCCN(CCCC)C(=S)NC(=O)C(C)(C)C
energy above the lowest of the compared OMol25 structures with the same formula, charge and spin: 15.6 kJ/mol
gap between HOMO and LUMO: 8.85 eV

Positions of all 46 atoms, in Å:
H 2.0432 1.9914 -1.3445
C -0.9729 1.8664 -2.5214
H 3.4416 2.8444 0.4701
H -3.2913 -2.8236 -1.5873
C -3.4274 -2.8593 -0.5098
H -2.7443 -1.8607 2.0075
H 0.2749 3.1509 -1.3100
H -1.4121 3.0937 -0.8266
H 0.1251 -2.1492 1.0238
H -3.9759 -3.7618 -0.2527
C 0.1853 1.2428 -3.2898
C -1.2734 -4.0935 -0.2022
H -0.2451 2.0141 0.8917
C 0.9818 -0.6104 0.1272
C -2.0699 -2.8439 0.1957
H 2.3455 3.3694 3.3081
C -0.3082 1.4691 -0.0597
H -1.8183 -4.9866 0.0955
H 0.9737 1.9716 -3.4728
H -1.1299 -4.1213 -1.2802
S 2.4012 -1.4587 0.2734
C -1.2956 -1.6130 -0.2891
H 2.9380 0.6893 -0.5523
H -1.3560 -2.9202 2.2666
O -1.6517 -0.9338 -1.2226
H -1.7303 1.1024 -2.3507
H 3.4137 0.8438 1.9527
H 3.1989 2.0518 4.1135
H 1.7241 1.1494 2.3418
C 2.1373 1.4189 -0.4210
H -0.1669 0.8791 -4.2521
C 2.4994 2.3586 0.7323
H 0.6007 0.3987 -2.7474
C 3.0880 2.5851 3.1727
H -1.4176 2.6535 -3.1357
N -0.1575 -1.3673 0.4432
H -4.0170 -1.9940 -0.2164
C -0.5769 2.4821 -1.1779
H -2.9492 -3.6117 2.0042
H 4.0392 3.0535 2.9300
H -1.1613 0.7989 -0.0066
H 1.7453 3.1423 0.8347
C 2.6654 1.6299 2.0639
H -0.2940 -4.1209 0.2721
C -2.2844 -2.8016 1.7124
N 0.9047 0.6805 -0.2042

***

A structure of composition C14H28N2PtS4 at a distorted geometry, computed with ωB97M-V/def2-TZVPD.

## Properties
HOMO energy (spin up / spin down): -5.68 / -7.97 eV
spin multiplicity: 5
calculated total energy: -2371.7128 Eh
gap between HOMO and LUMO (spin up / spin down): 6.32 / 6.55 eV

Positions of all 49 atoms, in Å:
H -0.1619 3.1337 4.4788
H -3.3038 -4.8719 -1.3067
N 1.8607 0.0129 -1.5034
H -1.5478 -5.3278 -1.4704
H -1.6298 -5.3066 1.5527
H 0.3954 3.3884 -1.4263
C -0.2454 1.0643 -2.3919
C -1.8578 -3.2950 -0.8143
H -1.4484 3.5765 3.3103
H -2.3647 2.2316 -0.0239
H -0.4128 3.1377 0.2225
C -0.2194 1.9226 2.7061
C -1.9092 -3.3995 0.5703
H 1.3601 0.3278 -3.5597
H 2.1208 2.9742 3.6118
C 2.1492 -1.3385 -1.8655
H -3.2163 -5.0934 0.5668
C -2.3130 -4.5006 -1.6483
H 0.2766 4.0476 3.0480
H 3.1872 1.6079 2.9971
H -3.0170 -4.4062 2.2099
C 2.2120 1.8969 3.4983
H -0.7969 0.1562 -2.6577
S -1.5397 1.0556 2.0051
C 0.1638 2.6816 -0.5905
H 2.9713 1.6222 -0.6589
C -2.0950 1.9577 -1.0667
H 2.7727 -1.4321 -2.7782
H 2.6642 -1.8977 -1.0524
H 3.9923 0.3883 -1.5658
Pt -0.5567 -0.3649 0.3192
H 3.2996 0.0811 0.0637
C -0.4290 3.2587 3.3989
N -0.6718 1.5526 -1.0384
H -0.6185 1.7830 -3.1809
H -2.3116 -4.2092 -2.7073
H 1.7461 1.7721 -2.5915
C 1.2160 0.8037 -2.5685
H -2.2293 2.8103 -1.7342
C 3.1049 0.5679 -0.9146
H 2.2848 1.4595 4.5425
S 1.3413 -0.0657 1.8743
C -2.4911 -4.6194 1.2558
S -1.3392 -1.7927 -1.5381
C 1.0672 1.3609 2.7122
H 1.1448 2.3058 -0.2277
S -1.1155 -2.2520 1.5432
H -2.7140 1.1129 -1.4734
H 1.2247 -1.8793 -2.1321

***

A cluster of 2 separate species, C14H28N3O3 in total, computed with ωB97M-V/def2-TZVPD.

## Properties
HOMO energy: -10.98 eV
calculated total energy: -939.9924 Eh
charge: +1
gap between HOMO and LUMO: 8.12 eV

Positions of all 48 atoms, in Å:
O -1.2302 0.0510 3.6908
O 4.9411 2.9158 -2.2320
H -4.7430 -1.1235 5.7188
H 0.4209 1.6781 -2.2137
N 1.2797 0.2207 -3.3698
H -0.5473 -0.0586 5.6568
H 2.3918 1.7797 -1.4633
C 0.8173 -1.2818 -0.9972
C -3.7000 -0.8758 5.5267
C -0.8792 0.6734 4.9161
C 2.5623 0.5373 -3.2016
H -1.2980 -1.8288 4.5615
H 3.8429 0.8435 -1.5597
H -3.6074 0.6177 3.2602
N 3.2853 -0.1062 -4.1255
H 0.6615 -2.6472 0.6940
C 3.1405 1.4151 -2.1550
H 2.8757 4.0487 -3.4054
O 3.3414 3.2765 -3.7556
C -1.0650 0.9500 -3.4692
H 0.1286 -0.9646 1.0418
C 3.8996 2.6093 -2.7036
H -0.8293 1.7100 -4.2061
H -1.8283 1.3805 -2.8329
H -1.6656 -1.7120 2.8441
N -4.0546 -0.2927 3.1907
H -1.7113 1.2531 5.3204
H -3.0852 -1.4426 6.2284
H -1.4252 0.0483 -3.9484
C -3.3399 -1.2103 4.0832
C 1.1911 -0.6627 -4.4394
H 4.2864 -0.0326 -4.2071
H -1.1462 -0.6617 -1.5476
H -3.7059 -2.2213 3.8824
H 0.5571 -2.1725 -1.5585
H 2.7522 -1.4753 -5.7230
C -0.1923 -0.1827 -1.3505
H 1.8227 -1.3708 0.9070
H -0.0581 1.3605 4.7134
H -3.5772 0.1850 5.7435
C -1.8283 -1.2275 3.8122
H -0.3158 0.4765 -0.4986
C 0.8363 -1.5944 0.5168
C 0.1356 0.7006 -2.5795
H 1.8372 -1.0381 -1.2866
C 2.4365 -0.8622 -4.9045
H -3.9022 -0.5744 2.2261
H 0.2918 -1.1109 -4.8005

***

The molecule C14H28NO3PS at a distorted geometry, computed with ωB97M-V/def2-TZVPD.

## Properties
HOMO energy: -8.47 eV
calculated total energy: -1570.3341 Eh
structure (SMILES): CCOP(=O)(OCC)SC[C@H]1CCCN2CCCC[C@@H]12
gap between HOMO and LUMO: 9.19 eV

Positions of all 48 atoms, in Å:
H -0.2864 -0.2277 -1.2659
H 1.0800 -2.3742 1.3786
H 6.1500 1.9115 -2.1079
C 4.2515 1.0762 -2.4759
H -0.2934 -0.4596 2.3515
H -2.3988 -3.0288 0.0768
C -2.0970 -1.9408 0.0298
C -4.8139 -0.7264 0.1095
H -2.4547 -1.0272 3.2997
O 3.8170 1.6500 -1.1936
H -0.1305 -2.5196 -0.7641
O 1.6902 2.3409 0.3466
H -0.3150 -3.3860 1.4769
H -5.8989 -0.7949 0.1199
H -0.1673 -1.8351 3.4323
C -2.0985 -1.6727 2.5237
H 2.9164 5.2396 1.4162
P 2.2322 1.3925 -0.8793
C 0.0766 -0.5184 -0.3228
H -2.3195 -2.7291 2.8113
H -0.1822 0.3069 0.3601
H 0.9425 4.2536 0.3730
H 3.8970 3.8951 1.0278
C 1.9247 3.7314 0.1921
H -4.5192 0.3216 0.0914
O 1.4021 1.8370 -2.0832
H 2.6240 3.7149 2.2575
N -2.6791 -1.2954 1.2115
C -0.5994 -1.5151 2.4963
C -4.2216 -1.3527 -1.1646
H 6.0237 0.1777 -1.7545
C 2.8984 4.1759 1.2970
C -0.5126 -1.8719 0.0190
H -4.6043 -0.8525 -2.0366
C 5.7436 0.9853 -2.4478
H -4.5037 -2.4283 1.3462
H -2.3081 -1.7575 -2.0759
C -4.1644 -1.3668 1.3151
H -4.5100 -2.4243 -1.2186
H 2.2680 4.0340 -0.8115
H -2.4266 -0.2590 -1.2585
H 3.8814 1.6632 -3.3213
H 6.1561 0.8335 -3.4782
C -0.0162 -2.3667 1.3801
H -4.5195 -0.8926 2.2087
H 3.8852 0.0378 -2.5678
C -2.7358 -1.2945 -1.1992
S 1.9162 -0.6609 -0.5217

***

A structure of composition C14H28NO6PV at a distorted geometry, computed with ωB97M-V/def2-TZVPD.

## Properties
HOMO energy: -17.90 eV
calculated total energy: -2340.0198 Eh
charge: +3
gap between HOMO and LUMO: 1.71 eV

Positions of all 51 atoms, in Å:
H 2.0325 -0.7110 -0.1979
H 6.3538 2.7811 3.2438
H 2.5980 2.3268 3.8005
H -4.7884 -0.4051 -0.0759
H 1.1741 1.6128 1.9387
H 4.7534 2.9368 4.6716
O -0.6525 1.6209 0.0744
H -2.2184 -2.7594 -4.0322
H -2.0635 -0.4776 0.7183
H -5.1077 -1.4668 -3.6224
C 1.8362 0.7246 1.5617
O -2.8836 -2.5517 0.5617
H -3.9176 -1.1843 -5.0761
C 3.3542 1.4376 3.6160
H -0.0281 -1.6804 0.0583
H -3.6445 -3.8458 -3.2107
H -5.1134 -0.7066 1.8473
C -1.3039 2.6500 -0.7659
C 3.4054 1.1016 1.9814
H -2.6468 -1.3284 2.2954
O -2.6004 2.9205 -0.5947
H -4.0804 0.7473 1.2388
O -1.8783 -4.1727 -1.3171
H 4.1244 0.1702 1.8288
C -4.3860 -2.0258 -4.3869
H 1.7102 2.7687 -1.4449
C 0.7605 2.1490 -1.7347
O -0.2942 3.2142 -1.6763
C -0.4050 -0.2634 -1.7376
P -2.1162 -2.6095 -1.0011
C -4.3212 -0.4008 1.0221
N 5.9632 1.8031 3.2357
H 0.8658 1.9577 -2.8852
O -3.1715 -1.9098 -2.1967
H 6.7381 1.2158 3.6655
H 2.6726 1.0238 -0.5619
H 2.9896 0.4614 4.1611
H 0.1376 -0.2590 -2.7963
H 0.3878 -2.5111 -1.6304
H -1.5215 0.0997 -1.9522
C 0.3352 0.8583 -0.7598
H 3.7954 2.0766 1.4650
V 1.4654 -1.9189 -2.3848
C -2.8890 -1.1958 1.1340
H 5.0766 1.0795 5.0845
H 1.5718 -0.2957 2.1219
C -0.3826 -1.7961 -1.0757
C 4.8177 1.8451 4.2323
C 1.7766 0.4461 -0.0543
H -5.0512 -2.7977 -4.9631
C -3.2299 -2.7557 -3.4239